A 11-piece molecular cluster, C3H28N2O12 overall, computed with wB97M-V/def2-TZVPD.

Atoms and positions in Å:
1 N -1.04602 -2.50266 -0.58337
2 C -1.52969 -1.25640 -0.27537
3 O -2.73482 -1.00056 -0.36115
4 N -0.66248 -0.36387 0.29341
5 C 0.77812 -0.61935 0.41658
6 C 1.44170 0.30072 1.44123
7 O 1.66410 1.60812 0.92454
8 H -0.15781 -2.49300 -1.08528
9 H -1.70810 -3.11550 -1.03495
10 H -0.87295 0.61105 0.09680
11 H 1.25143 -0.46038 -0.54801
12 H 0.93756 -1.65943 0.71493
13 H 0.89202 0.34156 2.38822
14 H 2.44634 -0.07039 1.64076
15 H 0.85409 2.15213 0.94238
16 O -2.59040 1.57832 2.26903
17 H -2.38526 0.75004 1.80308
18 H -2.73000 1.29736 3.17868
19 O 1.06286 -1.60177 -2.95826
20 H 0.82018 -0.59365 -3.04208
21 H 1.16852 -1.91235 -3.86437
22 O 2.80421 1.60587 -1.59593
23 H 3.27121 0.73790 -1.63356
24 H 2.46728 1.66430 -0.66559
25 O -0.49092 3.10401 1.40214
26 H -0.21587 3.84152 1.96036
27 H -1.26570 2.67246 1.83696
28 O -1.05336 -2.77142 2.58988
29 H -1.04201 -3.25119 1.73773
30 H -1.39723 -1.91328 2.34625
31 O 0.64499 0.90774 -3.20011
32 H 1.46254 1.25261 -2.73163
33 H -0.10405 1.28337 -2.67864
34 O -1.21276 2.02786 -1.54003
35 H -2.19536 1.94613 -1.56824
36 H -1.01239 2.86227 -1.09077
37 O 1.50443 -1.96237 3.22598
38 H 0.60175 -2.29667 3.00157
39 H 1.77952 -2.54656 3.93985
40 O 3.53948 -1.04069 -1.92301
41 H 3.66849 -1.60548 -1.14884
42 H 2.66567 -1.32535 -2.30048
43 O -3.78585 1.47667 -1.11321
44 H -4.01778 1.80918 -0.23369
45 H -3.51569 0.53117 -0.97378

Properties
spin multiplicity	1
calculated total energy	-1143.59632	hartree
F_max	0.0176	Eh/bohr
orbital gap	10.07	eV
molar mass	284.3	g mol⁻¹
relative energy (zero: lowest compared OMol25 entry of this formula, charge and spin)	0.0	kcal/mol
HOMO	-10.18	eV
net charge	0